[1]
ORCA calculation (ωB97M-V with the def2-TZVPD basis set) on C17H53N19NbO10 as an isolated structure in a non-equilibrium geometry.

Last column: Mulliken charge in e.
CARTESIAN COORDINATES (ANGSTROEM)
H (0.3358, 5.7135, -2.0738)  0.14
O (-1.8771, -1.7506, 8.9477)  -0.56
C (-4.1214, -0.7421, 4.7367)  0.50
H (10.1927, -4.9067, -6.7774)  0.16
H (-5.9916, -0.0260, -0.2430)  0.18
H (0.6143, -0.1767, 4.9417)  0.29
H (-0.3957, -0.8886, 3.0272)  0.12
C (3.9742, 0.2699, 5.6996)  -0.10
N (-2.9528, 2.1096, -4.3202)  0.01
H (7.4432, -6.7397, -8.0450)  0.22
H (-0.7902, -0.4692, -7.3689)  0.15
H (1.8208, 0.1159, -5.0249)  0.21
C (3.1270, -0.5783, 5.6380)  -0.56
H (2.6915, -1.6228, -6.4398)  0.31
N (2.0621, 5.5693, 1.0122)  -0.36
O (-0.6342, -0.3668, 0.6681)  -0.59
C (4.1947, -2.9365, -6.0101)  0.54
H (-2.0221, 1.2166, -0.6121)  0.06
H (-5.1391, 3.0420, -5.1841)  0.20
Nb (-1.6189, -2.0697, 3.6646)  -0.88
H (-3.4971, 2.5334, -3.5846)  0.08
H (-2.9257, -2.5545, 11.8376)  0.15
N (-4.4312, 1.8894, -0.7491)  -0.24
C (-0.8808, 4.1014, -1.5182)  0.54
H (0.0125, 2.4719, -0.7126)  0.13
H (-1.1206, -1.9004, 6.4496)  -0.12
C (-0.6881, -0.3317, -0.5468)  0.39
H (5.8341, -4.1277, -5.9926)  0.14
H (-3.8660, 2.6771, -1.0345)  0.20
H (1.4212, 0.1561, -6.7096)  0.20
H (8.9593, -6.8708, -7.2252)  0.16
H (1.1292, 3.7485, -1.1171)  0.12
N (5.3336, -3.4637, -6.5503)  -0.25
N (-2.4946, -2.6438, 10.9387)  -0.41
N (9.4679, -4.3792, -7.2241)  -0.39
O (7.4734, -4.2757, -8.2956)  -0.68
N (3.7912, 6.5836, -0.1471)  -0.41
H (-1.5857, 0.6507, -2.1814)  -0.01
H (-2.3350, -2.3597, 1.9899)  0.02
H (4.4869, 1.2005, 5.6955)  0.43
H (1.4729, 4.7692, 1.1639)  0.24
N (8.2601, -6.3024, -7.6624)  -0.39
H (3.7052, 7.4164, 0.4022)  0.15
H (-2.0670, 1.6959, -4.0955)  -0.05
H (-2.8954, 1.6045, 4.6413)  0.36
O (3.7865, -3.2392, -4.9046)  -0.64
H (-3.5610, -1.9207, 6.4402)  0.21
H (-2.1084, -3.5268, 10.6641)  0.22
O (3.1330, 4.4724, -0.6536)  -0.68
N (-2.9472, -0.4242, 10.4429)  -0.38
H (2.1389, -2.0367, 4.5857)  0.25
H (-2.9035, -3.1556, 4.5008)  -0.03
C (0.7061, -0.9266, 5.7186)  -0.41
N (3.5351, -2.0309, -6.8072)  -0.35
C (-0.4293, -1.9708, 5.6112)  -0.48
H (-4.8877, 2.5796, -6.8347)  0.21
N (-1.4966, 0.5887, -1.1850)  0.06
C (-4.1000, -1.0072, 6.2257)  -0.67
H (-2.8983, 0.3428, 9.7996)  0.22
C (8.3456, -4.9422, -7.7641)  0.68
O (-5.8793, 2.2489, -2.4680)  -0.71
N (-6.2534, 0.5209, -1.0431)  -0.40
H (-5.1227, -1.0233, 6.5814)  0.40
N (0.1893, 3.3928, -1.0836)  -0.19
C (3.0030, 5.4768, 0.0278)  0.67
H (-4.1528, 1.3488, 0.0508)  0.20
H (-0.6021, -3.5452, 3.2685)  0.03
H (-7.0747, 0.2738, -1.5593)  0.22
H (-1.3637, 5.8952, -2.3541)  0.22
C (-3.3486, 2.0474, -5.6160)  0.56
N (-0.5948, 5.3455, -2.0225)  -0.38
C (-5.5375, 1.6004, -1.4789)  0.64
O (-2.0300, 3.6795, -1.4721)  -0.69
H (5.6951, -3.2359, -7.4572)  0.19
H (9.5519, -3.3820, -7.2789)  0.21
C (2.0757, -1.5876, 5.5774)  -0.49
O (-5.1875, -0.7625, 4.1416)  -0.68
H (-1.9620, 0.5739, 5.7262)  0.29
N (1.1580, -0.0391, -5.7631)  -0.52
N (-0.0236, -1.1532, -1.4080)  -0.25
N (-0.9762, -0.6660, -6.4059)  -0.33
H (3.8553, -1.7696, -7.7195)  0.14
H (0.5640, -1.8723, -1.0336)  0.19
H (-1.9004, -0.9445, -6.1401)  0.22
H (0.0460, -2.9479, 5.7230)  0.69
H (-3.3877, -0.2917, 11.3319)  0.15
H (2.2499, -2.3349, 6.3458)  0.37
C (-2.2456, 0.7236, 4.6852)  -1.06
H (0.6607, -0.4587, 6.7028)  0.29
H (1.9367, 6.3810, 1.5853)  0.16
O (-0.4027, -0.6783, -4.2354)  -0.80
H (-0.1538, -1.0287, -2.4045)  0.34
C (-2.4004, -1.6156, 10.0313)  0.59
O (-2.6556, 1.5154, -6.4758)  -0.68
N (-2.9181, -0.4372, 4.0815)  -0.23
N (-4.5667, 2.6114, -5.8871)  -0.38
H (4.4915, 6.5377, -0.8622)  0.22
H (-1.3715, 0.9505, 4.0874)  0.31
C (-0.0916, -0.4847, -5.4063)  0.65
H (-3.5922, -0.1883, 6.7300)  0.21

Forces on atoms 1 to 2 (eV/Å):
H 0.04 -0.06 0.00
O 0.05 0.01 0.02

Properties
- HOMO level: -0.148 Eh
- Charge: -1

=====

[2]
ORCA calculation (ωB97M-V with the def2-TZVPD basis set) on a single C4H5NOS molecule in a non-equilibrium geometry.

Last column: Mulliken charge in e.
CARTESIAN COORDINATES (ANGSTROEM)
H (2.0647, 0.0058, 1.0163)  0.28
S (-1.9281, -0.4016, -0.4203)  0.40
N (-3.1983, 2.0913, 0.4678)  -0.37
H (-0.1673, 0.4191, 1.2668)  0.29
H (0.5006, -0.6822, -1.4591)  0.46
O (-2.7120, -1.3774, 0.3173)  -0.54
C (2.1452, -0.1882, -0.1182)  -1.01
C (-0.2854, -0.1576, 0.2999)  -0.43
C (0.7118, -0.4022, -0.5149)  0.08
H (2.6704, 0.6561, -0.6561)  0.28
C (-2.5736, 1.1421, 0.2379)  0.29
H (2.7719, -1.1052, -0.4374)  0.27

Forces on atoms 1 to 2 (eV/Å):
H 1.03 -0.41 -1.78
S 0.29 0.99 0.80

Properties
- HOMO level: -0.377 Eh
- Charge: 0
- Energy relative to the best compared isomer or geometry (same formula, charge and spin): 73.4 kcal/mol

=====

[3]
ORCA calculation (ωB97M-V with the def2-TZVPD basis set) on a single C6H12 molecule.

Last column: Mulliken charge in e.
CARTESIAN COORDINATES (ANGSTROEM)
H (-2.5945, 1.0768, 0.2958)  0.38
H (-1.1248, 1.9573, 0.7693)  0.36
H (2.5011, -1.2180, -0.0632)  0.27
C (-0.7047, 0.0752, -0.2024)  0.66
H (-0.6801, 0.5064, -1.2150)  0.19
C (-1.1400, -1.3867, -0.3176)  -1.40
C (1.8307, -0.4751, -0.4908)  -0.69
C (0.6994, 0.0487, 0.3364)  -0.27
H (0.7615, -0.2554, 1.3820)  0.42
H (-1.4203, -1.8053, 0.6580)  0.32
H (-1.9679, -1.5373, -1.0167)  0.38
H (-0.2705, -1.9411, -0.6760)  0.38
H (-1.6442, 0.5397, 1.6950)  0.34
H (1.5725, 1.6696, -0.9095)  0.23
C (1.7757, 0.9910, -0.0833)  -0.59
H (1.6176, -0.6753, -1.5455)  0.27
H (2.3664, 1.4680, 0.6996)  0.26
C (-1.5777, 0.9614, 0.6838)  -1.48

Forces on atoms 1 to 2 (eV/Å):
H 0.11 -0.05 0.03
H -0.14 -0.15 -0.02

Properties
- SMILES string: CC(C)C1CC1
- HOMO level: -0.375 Eh
- Charge: 0
- Energy relative to the best compared isomer or geometry (same formula, charge and spin): 26.0 kcal/mol

=====

[4]
ORCA calculation (ωB97M-V with the def2-TZVPD basis set) on a 2-piece molecular cluster, C8H17F3N4O5P2S overall in a non-equilibrium geometry.

Last column: Mulliken charge in e.
CARTESIAN COORDINATES (ANGSTROEM)
O (-3.0693, -0.7251, 3.5019)  -0.38
C (2.1991, -0.6913, -3.6559)  0.02
N (0.4973, 0.5845, -2.8651)  -0.03
O (5.1095, -0.7279, -4.2984)  -0.52
N (1.6184, -0.1186, -2.3670)  0.10
P (3.7536, -1.7846, -3.8500)  1.01
H (-2.2736, -0.3843, 1.7273)  0.20
H (0.2330, 0.6914, 0.8157)  0.23
C (-2.2156, 1.5034, 2.6252)  0.69
P (2.1799, -0.2597, -0.6800)  0.16
C (1.2566, 1.0707, 0.3622)  -0.86
H (2.9107, -2.2656, 0.6901)  0.30
H (3.5926, -3.2914, -2.1111)  0.35
C (-3.0570, -0.6456, 4.9233)  -0.24
H (-4.4693, 0.9996, 4.8943)  0.23
H (-0.1001, 1.0652, -2.1363)  0.30
F (-1.7453, 2.2299, 3.6671)  -0.28
H (-2.0778, -0.8851, 5.3509)  0.26
H (-0.7541, 1.1377, -6.1837)  0.31
H (1.8449, -2.8699, -0.7591)  0.23
O (-0.8181, -0.4134, 3.1973)  -0.89
H (-3.8746, 0.5588, 6.5144)  0.41
C (1.9439, -2.0164, 0.0367)  -0.82
C (-2.0174, -0.0600, 2.7467)  0.12
O (4.2441, -2.5775, -2.3757)  -0.48
O (3.6147, -2.8014, -5.0937)  -0.60
S (-1.8771, 2.1555, -4.2370)  -0.12
N (1.4538, -0.3218, -4.9354)  -0.39
H (-2.8411, 1.4519, 5.4139)  0.19
H (1.0112, 1.9609, -0.3570)  0.30
F (-1.6184, 1.9970, 1.5029)  -0.28
H (1.0396, -2.0722, 0.8082)  0.35
C (-3.5956, 0.6655, 5.4616)  -0.98
F (-3.5370, 1.8177, 2.4986)  -0.29
C (0.3109, 0.5466, -4.3925)  0.42
H (4.6770, 0.1882, -4.3574)  0.35
N (-0.6861, 1.1864, -5.1291)  -0.23
H (-1.1124, 3.0369, -3.4211)  0.18
H (1.9824, 1.5028, 1.2049)  0.38
H (-3.7332, -1.4388, 5.2622)  0.30

Forces on atoms 1 to 2 (eV/Å):
O -0.68 0.70 -0.06
C -3.19 2.55 -0.08

Properties
- HOMO level: -0.233 Eh
- Charge: 0
- Energy relative to the best compared isomer or geometry (same formula, charge and spin): 91.9 kcal/mol

=====

[5]
ORCA calculation (ωB97M-V with the def2-TZVPD basis set) on C2H2Na2O2 as an isolated structure in a non-equilibrium geometry.

Last column: Mulliken charge in e.
CARTESIAN COORDINATES (ANGSTROEM)
O (-1.4556, -0.8305, 0.3669)  -0.99
Na (-3.2583, -2.0958, 1.5832)  0.24
C (1.0074, -0.8256, 0.2776)  -0.21
H (0.4037, -0.9832, -1.1768)  0.16
O (1.2068, 0.4177, 0.5535)  -0.50
C (-0.2982, -1.3367, -0.1258)  0.22
Na (-0.9478, 0.4373, 2.0711)  0.75
H (-0.2136, -2.4511, -0.1866)  0.32

Forces on atoms 1 to 2 (eV/Å):
O 1.13 -0.39 -0.88
Na 0.36 0.29 -0.25

Properties
- HOMO level (spin up / spin down): -0.303 / -0.162 Eh
- Charge: 0
- Energy relative to the best compared isomer or geometry (same formula, charge and spin): 30.0 kcal/mol

=====

[6]
ORCA calculation (ωB97M-V with the def2-TZVPD basis set) on C19H43BeGeN4OS2Si3 as an isolated structure.

Last column: Mulliken charge in e.
CARTESIAN COORDINATES (ANGSTROEM)
H (4.3318, 1.3165, 0.9210)  0.61
C (-1.0101, -2.7002, 1.1154)  0.09
H (-2.8095, 2.6967, -2.6374)  0.30
N (-0.8157, -1.7326, 2.0244)  0.50
S (2.2295, 0.6275, 1.7214)  0.49
C (-1.2320, 2.2337, 3.0841)  0.15
H (-4.2458, -0.8478, -1.0870)  0.49
H (0.3771, -0.7900, -4.7388)  0.35
C (2.8213, -0.7050, 2.7543)  -0.86
H (0.7024, 3.9453, -0.0611)  0.26
H (0.7294, 3.6747, -4.3725)  0.45
H (0.6224, -3.8385, -2.9293)  0.51
C (2.9506, -1.8149, -1.8073)  -1.07
N (-0.2783, 0.1608, 3.5110)  0.39
Si (1.2420, -1.5282, -2.4958)  0.22
H (-1.7128, -5.3184, 3.1133)  0.45
H (-3.3181, -0.2310, -4.0064)  0.46
N (-0.6232, 1.4301, 3.9549)  -0.33
C (-1.3302, -3.9892, 1.4535)  -0.90
H (-0.8359, -2.9268, -2.5597)  0.29
H (-0.3927, -0.1345, 6.1851)  0.51
H (-2.8139, -1.8494, -0.8747)  0.24
H (-0.7851, 2.8958, -3.9329)  0.26
C (-3.1977, -0.8341, -0.7770)  -0.88
S (-1.5018, 1.6882, 1.4849)  -0.13
H (-2.8703, 2.6104, -0.8708)  0.29
O (1.0358, 0.0030, 0.9318)  -0.01
Be (-0.3620, -0.1177, 1.8704)  -1.26
C (0.2289, 3.9632, -1.0435)  -0.94
C (-1.2482, -3.3463, 3.7665)  -1.10
H (-4.1811, 1.9436, -1.8320)  0.43
H (-0.9081, -2.3987, 0.0803)  0.33
H (0.4128, 4.9443, -1.4884)  0.41
C (2.8249, 2.8254, -2.1667)  -1.21
H (3.0627, 3.7646, -2.6732)  0.43
C (-2.2862, -0.2438, -3.6443)  -1.11
H (2.1351, -0.8233, 3.5874)  0.11
H (-0.5632, 1.6505, 4.9395)  0.23
C (-0.9497, -0.9272, 5.6849)  -1.78
N (-1.5835, 3.4648, 3.4586)  -0.39
H (0.2495, -3.4476, -1.2569)  0.19
H (2.0051, -0.1654, -4.4410)  0.29
H (3.8121, -0.4262, 3.1119)  0.54
Si (-2.3169, 0.3845, -1.8770)  0.31
H (-1.5291, 3.7736, 4.4160)  0.21
H (0.5718, 1.9309, -4.5325)  0.31
H (-0.8440, 3.8518, -0.9033)  0.24
H (-1.4878, -4.7298, 0.6845)  0.52
H (-2.0794, 4.0477, 2.8060)  0.22
H (2.8675, -1.6087, 2.1485)  0.29
C (-0.9258, -2.0353, 3.3622)  0.59
C (1.3449, -1.0215, -4.2960)  -1.04
H (-3.1722, -0.5468, 0.2751)  0.31
C (0.2994, 2.7832, -3.9094)  -1.01
C (-1.4539, -4.3115, 2.8165)  -0.61
H (1.7679, -1.8576, -4.8583)  0.46
H (-2.0088, -0.8023, 5.9239)  0.30
H (3.1541, 1.0645, -0.3900)  -0.56
C (3.5586, 0.6544, 0.5325)  -0.37
Ge (0.1212, 0.4429, -1.6110)  0.63
Si (0.9626, 2.6662, -2.1604)  0.62
C (-0.7100, -0.9275, 4.2142)  0.74
H (-0.6255, -1.8656, 6.1338)  0.47
C (-3.0973, 2.0747, -1.7888)  -1.00
H (-1.6991, 0.3734, -4.3251)  0.33
H (3.3325, 2.0290, -2.7125)  0.35
H (-1.3377, -3.5756, 4.8178)  0.38
H (3.3925, -2.6460, -2.3624)  0.49
H (2.9168, -2.1077, -0.7582)  0.20
H (3.6115, -0.9571, -1.9248)  0.30
H (3.9484, -0.3461, 0.3711)  0.32
H (-1.9312, -1.2726, -3.7106)  0.26
C (0.2082, -3.0657, -2.2770)  -0.94
H (3.2424, 2.8984, -1.1627)  0.38

Forces on atoms 1 to 2 (eV/Å):
H 0.01 0.00 0.02
C 0.03 0.04 -0.03

Properties
- HOMO level (spin up / spin down): -0.429 / -0.519 Eh
- Charge: +2
- Energy relative to the best compared isomer or geometry (same formula, charge and spin): 6.3 kcal/mol
- Multiplicity: 2

=====

[7]
ORCA calculation (ωB97M-V with the def2-TZVPD basis set) on a 2-piece molecular cluster, C4H14N2O overall in a non-equilibrium geometry.

Last column: Mulliken charge in e.
CARTESIAN COORDINATES (ANGSTROEM)
C (-1.3421, -0.4985, -0.5064)  0.49
H (1.0836, -1.7028, -1.4242)  0.24
H (-1.5849, -1.0845, -1.3945)  0.29
H (-0.1857, 1.1887, -0.8263)  0.22
H (2.5244, -2.0607, 0.3191)  0.33
H (-1.8715, 1.4410, -0.5843)  0.21
H (3.2605, -0.7391, -0.5212)  0.27
H (-2.8044, 0.4194, 0.8016)  0.32
H (-1.9921, -0.8456, 1.5800)  0.37
H (-3.3199, -1.0857, 0.2545)  0.31
N (-1.1312, 0.8956, -0.9763)  -0.60
H (0.1155, -0.3158, 0.9827)  0.40
H (-0.0586, -1.9556, 0.6344)  0.47
C (-2.4172, -0.5964, 0.6140)  -1.23
C (-0.0387, -0.9854, 0.1255)  -1.22
H (1.7096, 2.7907, -0.1338)  0.31
C (2.3562, -1.0236, 0.0216)  -0.81
O (1.0220, 3.2466, 0.3417)  -0.64
H (1.3761, 4.0914, 0.7006)  0.31
H (2.1957, -0.2751, 0.7899)  0.30
N (1.1029, -0.9045, -0.7988)  -0.34

Forces on atoms 1 to 2 (eV/Å):
C 0.60 0.26 0.59
H -0.24 0.15 -0.12

Properties
- SMILES string: CNC[C@@H](C)N.O
- HOMO level: -0.313 Eh
- Charge: 0
- Energy relative to the best compared isomer or geometry (same formula, charge and spin): 43.2 kcal/mol

=====

What is the charge in the sixth record?
+2